{
  "formula": "C33H70BO14S6",
  "method": "wB97M-V/def2-TZVPD",
  "symbols": ["C", "O", "C", "B", "O", "C", "C", "C", "C", "C", "C", "C", "H", "H", "H", "H", "H", "H", "H", "H", "H", "H", "H", "H", "H", "H", "H", "H", "H", "H", "H", "H", "H", "H", "C", "C", "C", "S", "O", "O", "C", "H", "H", "H", "H", "H", "H", "H", "H", "C", "C", "C", "S", "O", "O", "C", "H", "H", "H", "H", "H", "H", "H", "H", "C", "C", "C", "S", "O", "O", "C", "H", "H", "H", "H", "H", "H", "H", "H", "C", "C", "C", "S", "O", "O", "C", "H", "H", "H", "H", "H", "H", "H", "H", "C", "C", "C", "S", "O", "O", "C", "H", "H", "H", "H", "H", "H", "H", "H", "C", "C", "C", "S", "O", "O", "C", "H", "H", "H", "H", "H", "H", "H", "H"],
  "positions_angstrom": [[-0.3920, 3.2391, -1.6487], [0.2219, 2.0315, -1.2744], [-0.7371, 0.9648, -1.0673], [-1.9342, 1.2651, 0.0268], [-1.4340, 2.1286, 1.1566], [-0.6464, 1.4746, 2.0866], [0.8322, 1.9287, 2.0724], [1.3058, 2.2520, 3.4812], [1.6855, 0.8406, 1.4037], [3.1772, 0.7495, 1.7353], [3.6448, -0.6891, 1.4412], [3.9499, 1.7821, 0.9122], [0.2923, 3.7585, -2.3268], [-1.3268, 3.0616, -2.1795], [-0.5746, 3.8894, -0.7924], [-1.1611, 0.6854, -2.0444], [-0.1175, 0.1204, -0.7498], [-2.3341, 0.1829, 0.4720], [-2.8871, 1.8471, -0.5200], [-0.6856, 0.3961, 1.8888], [-1.0539, 1.6370, 3.0966], [0.8292, 2.8289, 1.4573], [1.2219, 1.3756, 4.1284], [2.3296, 2.6179, 3.5071], [0.6770, 3.0278, 3.9117], [1.2112, -0.1218, 1.5972], [1.6093, 0.9812, 0.3214], [3.3650, 0.9160, 2.7932], [2.7701, -1.3289, 1.3406], [4.2264, -1.0835, 2.2753], [4.2212, -0.7747, 0.5217], [3.2954, 2.5971, 0.6061], [4.7964, 2.2232, 1.4385], [4.3201, 1.3204, -0.0043], [-1.5447, 3.0259, 7.3514], [-1.1116, 1.7355, 8.0632], [0.3982, 1.5813, 7.8474], [1.0457, 3.2505, 7.6553], [1.5328, 3.3805, 6.3104], [1.8754, 3.6019, 8.7827], [-0.5327, 4.0928, 7.7611], [-2.5587, 3.3181, 7.6207], [-1.5126, 2.8827, 6.2697], [-1.3294, 1.8169, 9.1307], [-1.6448, 0.8665, 7.6821], [0.9097, 1.1138, 8.6843], [0.6295, 1.0439, 6.9281], [-0.5052, 4.9578, 7.1030], [-0.6667, 4.4083, 8.7957], [-0.6430, 1.7443, -6.4528], [-0.6503, 3.0303, -7.2946], [-1.9525, 3.7796, -6.9789], [-2.3977, 3.3009, -5.2961], [-3.6325, 2.5620, -5.3536], [-2.2642, 4.4444, -4.4361], [-1.0423, 2.1617, -5.0410], [0.3337, 1.2628, -6.4586], [-1.3716, 1.0340, -6.8506], [0.2057, 3.6469, -7.0148], [-0.5688, 2.8198, -8.3605], [-1.8431, 4.8601, -7.0059], [-2.7725, 3.4721, -7.6245], [-1.3897, 1.3516, -4.4034], [-0.2483, 2.7095, -4.5348], [-6.7341, -0.8090, -0.5016], [-6.9467, -2.2342, -1.0539], [-5.5770, -2.7282, -1.5351], [-4.3566, -1.8777, -0.5285], [-3.5964, -1.0511, -1.4192], [-3.7117, -2.8336, 0.3432], [-5.5006, -0.8680, 0.3967], [-7.6053, -0.4498, 0.0454], [-6.5470, -0.1186, -1.3263], [-7.3253, -2.8860, -0.2634], [-7.6723, -2.2464, -1.8662], [-5.4348, -3.7986, -1.4149], [-5.3816, -2.4485, -2.5644], [-5.0186, 0.0899, 0.5879], [-5.7080, -1.3864, 1.3326], [6.6485, -0.4481, -1.9161], [7.3111, 0.5662, -2.8588], [7.3492, -0.0674, -4.2548], [5.9488, -1.1994, -4.3280], [6.4537, -2.5445, -4.4516], [4.9721, -0.7092, -5.2640], [5.4001, -0.9379, -2.6444], [6.3865, -0.0077, -0.9553], [7.3242, -1.2856, -1.7307], [6.7184, 1.4820, -2.8814], [8.3132, 0.8325, -2.5263], [7.2405, 0.6540, -5.0600], [8.2457, -0.6640, -4.4102], [4.9963, -1.8700, -2.2573], [4.6239, -0.1729, -2.6645], [-1.8062, -2.6631, -5.0117], [-1.1867, -3.3816, -3.8052], [-2.2986, -4.2095, -3.1514], [-3.4530, -4.6251, -4.4701], [-4.6974, -3.9545, -4.1922], [-3.4307, -6.0403, -4.7433], [-2.6108, -3.7201, -5.7663], [-1.0465, -2.2145, -5.6500], [-2.4693, -1.8673, -4.6662], [-0.3826, -4.0391, -4.1429], [-0.7635, -2.6766, -3.0924], [-1.9465, -5.1361, -2.7061], [-2.8509, -3.6292, -2.4135], [-3.3582, -3.3140, -6.4435], [-1.9688, -4.4267, -6.2917], [1.3083, -4.1481, 4.7285], [1.3679, -3.2202, 3.5070], [0.3763, -2.0689, 3.7546], [0.2797, -1.8747, 5.5418], [-1.0454, -2.2169, 5.9941], [0.8773, -0.6304, 5.9589], [1.3762, -3.2358, 5.9484], [2.1233, -4.8709, 4.7293], [0.3674, -4.7020, 4.7324], [2.3775, -2.8182, 3.4029], [1.1285, -3.7467, 2.5850], [0.6959, -1.1209, 3.3287], [-0.6274, -2.3023, 3.4040], [1.0292, -3.6922, 6.8722], [2.3732, -2.8177, 6.0855]],
  "atomic_forces_ev_per_a": [[0.335, -0.037, -0.137], [0.000, -0.058, -0.207], [-0.052, -0.121, 0.362], [-0.198, 0.419, -0.029], [-0.237, -0.068, -0.201], [-0.030, 0.137, -0.192], [0.078, -0.221, 0.090], [-0.260, 0.104, -0.183], [0.019, 0.262, -0.258], [-0.066, -0.336, -0.324], [-0.053, -0.006, 0.322], [0.033, 0.201, 0.017], [0.050, 0.099, -0.056], [-0.178, 0.083, 0.048], [-0.228, -0.048, 0.140], [-0.067, -0.048, -0.120], [0.076, -0.088, -0.018], [0.039, -0.009, 0.058], [0.154, 0.005, 0.134], [-0.047, -0.177, 0.204], [-0.026, 0.053, 0.134], [0.151, 0.101, -0.001], [0.128, -0.040, 0.114], [0.116, 0.009, 0.103], [-0.043, 0.048, 0.073], [0.038, -0.097, 0.157], [-0.099, -0.109, -0.025], [-0.182, 0.160, 0.117], [0.032, -0.206, -0.084], [0.263, -0.092, -0.106], [0.114, -0.011, -0.064], [-0.031, 0.111, 0.061], [0.122, -0.077, 0.053], [0.039, 0.036, -0.123], [0.069, -0.041, 0.011], [0.068, 0.041, -0.012], [-0.109, 0.154, 0.029], [-0.349, -0.447, 0.173], [0.323, 0.278, -0.086], [0.122, 0.136, 0.008], [-0.150, -0.003, -0.016], [-0.019, 0.001, -0.005], [0.009, 0.006, -0.016], [-0.010, 0.024, 0.015], [0.002, -0.036, -0.030], [0.050, 0.009, 0.015], [-0.052, 0.245, 0.202], [0.070, 0.011, -0.006], [0.007, -0.010, 0.015], [-0.044, 0.052, -0.001], [-0.057, -0.004, 0.033], [0.237, -0.136, -0.133], [0.086, 0.111, -0.021], [-0.087, -0.035, -0.013], [-0.107, 0.093, 0.079], [0.059, -0.099, -0.095], [0.012, -0.007, -0.004], [-0.011, -0.011, 0.008], [0.005, 0.007, 0.021], [0.014, -0.008, -0.007], [-0.051, 0.021, 0.045], [-0.033, -0.036, 0.038], [-0.034, 0.040, 0.057], [-0.012, 0.005, 0.037], [0.005, -0.097, -0.064], [0.147, 0.165, 0.086], [-0.455, -0.028, 0.179], [-0.065, -0.189, -0.021], [0.275, -0.119, -0.335], [0.131, 0.012, -0.038], [-0.140, 0.118, 0.009], [-0.007, 0.004, 0.002], [0.000, 0.018, -0.001], [0.017, 0.024, 0.038], [-0.008, -0.003, -0.004], [0.019, -0.017, -0.037], [0.036, 0.013, -0.011], [0.081, -0.019, -0.044], [0.041, -0.015, 0.009], [-0.029, -0.014, -0.064], [-0.016, -0.036, 0.006], [0.077, 0.151, 0.115], [0.038, 0.055, 0.059], [0.009, -0.056, -0.010], [-0.074, -0.023, -0.074], [0.038, 0.064, 0.172], [0.023, 0.031, 0.007], [-0.007, -0.019, 0.000], [-0.030, -0.004, -0.007], [0.006, 0.014, 0.007], [-0.019, -0.029, -0.044], [-0.029, -0.066, -0.007], [-0.030, -0.035, -0.087], [-0.028, -0.010, -0.034], [-0.051, -0.029, 0.053], [-0.029, -0.006, -0.014], [0.139, 0.026, 0.016], [0.390, 0.200, 0.180], [-0.318, -0.144, -0.183], [-0.103, -0.053, -0.046], [0.117, 0.121, -0.018], [0.018, 0.005, -0.007], [-0.014, 0.005, 0.010], [-0.006, -0.018, -0.025], [-0.025, 0.029, 0.026], [-0.037, -0.028, 0.011], [-0.005, 0.003, -0.043], [-0.062, -0.051, 0.018], [0.011, -0.016, 0.010], [-0.036, 0.055, -0.031], [-0.085, 0.153, 0.119], [0.130, -0.113, -0.077], [0.050, -0.320, -0.214], [-0.083, 0.072, 0.068], [0.056, -0.194, -0.126], [0.082, -0.103, -0.047], [0.004, -0.007, -0.005], [-0.010, -0.002, 0.015], [0.004, 0.017, 0.007], [-0.029, 0.023, -0.019], [-0.042, 0.034, 0.038], [-0.036, 0.022, 0.048], [-0.042, 0.066, 0.028], [0.006, 0.023, -0.006]],
  "lowdin_charge": [-0.143, -0.250, -0.197, -0.539, -0.141, -0.258, -0.308, -0.081, -0.165, -0.401, -0.066, -0.060, 0.074, 0.067, 0.087, 0.071, 0.077, 0.055, 0.063, 0.089, 0.113, 0.137, 0.068, 0.072, 0.068, 0.079, 0.108, 0.110, 0.057, 0.068, 0.050, 0.080, 0.071, 0.052, -0.215, -0.204, -0.221, 0.664, -0.314, -0.341, -0.233, 0.111, 0.119, 0.111, 0.113, 0.103, 0.053, 0.105, 0.101, -0.221, -0.218, -0.223, 0.654, -0.319, -0.318, -0.224, 0.114, 0.114, 0.114, 0.108, 0.096, 0.098, 0.100, 0.102, -0.217, -0.209, -0.241, 0.629, -0.315, -0.339, -0.220, 0.109, 0.120, 0.110, 0.109, 0.099, 0.078, 0.106, 0.106, -0.222, -0.212, -0.222, 0.657, -0.328, -0.326, -0.232, 0.103, 0.119, 0.118, 0.111, 0.099, 0.100, 0.108, 0.110, -0.216, -0.199, -0.200, 0.669, -0.328, -0.332, -0.230, 0.111, 0.121, 0.115, 0.119, 0.104, 0.079, 0.104, 0.104, -0.222, -0.205, -0.192, 0.681, -0.318, -0.334, -0.231, 0.112, 0.118, 0.104, 0.118, 0.076, 0.116, 0.104, 0.106],
  "homo_lumo_gap_ev": 6.16,
  "charge": -1,
  "total_energy_ev": -129708.1708,
  "fmax_ev_per_a": 0.59,
  "homo_energy_ev": -4.14
}